The following is a DFT calculation (ωB97M-V/def2-TZVPD) of the ion C4H11N4S with charge +1 at a distorted geometry.

## Properties
* frontier orbital gap: 8.23 eV
* total energy: -775.8145 hartree
* total charge: +1
* energy relative to the best compared isomer or geometry (same formula, charge and spin): 398.57 kJ/mol
* E_LUMO: -0.179 Eh
* HOMO energy: -13.102 eV
* SMILES: CC(C)(S)/N=N/C=[NH+]\N

```
20
Properties=species:S:1:pos:R:3:forces:R:3:lowdin_charge:R:1
C 2.3524 -0.2349 -0.7784 2.597 -4.566 -1.006 -0.072
C 1.2038 -0.5739 0.1267 -1.784 -2.666 -2.454 -0.846
C 1.4879 -0.1902 1.4782 -0.373 2.654 2.095 -0.123
S 0.6222 -2.4087 0.1658 -0.042 1.839 0.195 0.791
N 0.2656 0.4471 -0.3395 -0.933 1.824 0.018 0.154
N -0.7562 0.4366 -0.9562 -0.660 -1.332 0.781 0.136
C -1.9293 0.8457 -1.3026 -0.211 0.256 2.111 -0.001
N -2.9659 1.0371 -0.3838 1.764 0.297 -2.838 -0.063
N -2.8033 0.7099 0.8966 0.593 2.421 2.506 0.011
H 2.2422 -0.6334 -1.8447 0.092 0.366 1.512 0.116
H 3.3539 -0.6681 -0.3143 -2.081 0.911 -1.035 0.160
H 2.3946 0.7814 -0.8381 0.560 2.854 -0.111 0.048
H 2.1261 0.7137 1.4043 -0.770 -0.059 0.668 0.117
H 2.0875 -0.9128 1.9102 1.189 -1.574 0.956 0.064
H 0.5731 -0.0765 2.1099 0.821 0.180 -0.449 0.117
H 1.2143 -2.7127 -0.9612 0.274 -0.309 -0.807 -0.162
H -2.0417 0.9530 -2.3486 -0.633 0.289 -0.879 0.145
H -3.8819 1.2701 -0.7357 -0.043 -0.194 -0.283 0.155
H -2.8068 -0.2561 1.0575 -0.220 -1.145 0.958 0.086
H -2.7385 1.4729 1.6538 -0.139 -2.047 -1.939 0.167
```
Positions in Å, forces in eV/Å.